1.
A structure of composition C4H7CuO3. Source: the OMol25 dataset; level of theory: ωB97M-V/def2-TZVPD.

The calculation puts the relative energy (zero: lowest compared OMol25 entry of this formula, charge and spin) at 532.7 kJ/mol. The HOMO energy is -6.80 eV. For the gap between HOMO and LUMO, the calculation gives 5.99 eV.

Element x y z (Å)
O (1.7176, -0.1367, 1.1355)
Cu (-0.3649, -0.8477, 2.3140)
O (-0.5117, 1.1987, 2.2940)
C (0.0537, 1.7570, 1.1735)
C (1.1587, 0.0588, -0.0031)
O (0.5294, -1.0644, -0.4966)
C (-0.4348, -0.9166, -1.4593)
C (-1.3133, -1.8860, -1.6928)
H (0.4246, 2.8003, 1.2995)
H (-0.7329, 1.8626, 0.3863)
H (1.3350, 1.2750, 1.6380)
H (1.4624, 0.7777, -0.7766)
H (-0.2876, -0.0509, -2.1102)
H (-1.4855, -2.6917, -0.9767)
H (-1.5509, -2.1362, -2.7256)


2.
The molecule C4H7F2NO. Source: the OMol25 dataset; level of theory: ωB97M-V/def2-TZVPD.

The calculation puts the relative energy (zero: lowest compared OMol25 entry of this formula, charge and spin) at 88.7 kJ/mol. The HOMO energy is -9.12 eV. For the gap between HOMO and LUMO, the calculation gives 9.97 eV.

Element x y z (Å)
C (-0.8670, 1.8347, -1.0097)
C (0.4054, 0.2777, 0.4868)
C (0.2867, -1.0537, -0.2350)
C (0.3274, -2.2647, 0.7159)
H (-0.6881, 2.7724, -1.5414)
H (-1.2180, 1.1064, -1.7547)
H (-1.6531, 1.9809, -0.2537)
H (0.9402, 2.1193, -0.0984)
H (-0.3528, 0.3150, 1.3342)
H (1.3740, 0.3415, 1.0189)
H (0.2219, -3.1918, 0.1751)
N (0.4079, 1.3537, -0.4541)
O (0.0498, -1.1541, -1.4060)
F (-0.7200, -2.1615, 1.5764)
F (1.4857, -2.2758, 1.4456)


3.
The molecule C4H7F3. Source: the OMol25 dataset; level of theory: ωB97M-V/def2-TZVPD.

The calculation puts the relative energy (zero: lowest compared OMol25 entry of this formula, charge and spin) at 122.8 kJ/mol. The HOMO energy is -11.55 eV. For the gap between HOMO and LUMO, the calculation gives 12.50 eV.

Element x y z (Å)
C (-1.4466, -0.6027, -0.5083)
C (-0.3670, -1.2376, 0.3905)
C (0.9913, -0.4879, 0.4935)
C (0.8497, 1.0029, 0.6562)
H (-1.1807, -0.2045, -1.4767)
H (-2.3171, -1.2574, -0.6802)
H (-0.7862, -1.4422, 1.3343)
H (-0.0299, -2.1959, -0.0131)
H (1.5483, -0.9661, 1.3601)
H (1.7930, 1.5035, 0.9408)
H (0.0792, 1.1876, 1.4621)
F (-1.9903, 0.4862, 0.2231)
F (1.7440, -0.7358, -0.6568)
F (0.3273, 1.5082, -0.5795)


4.
A structure of composition C4H7F3GaI2. Source: the OMol25 dataset; level of theory: ωB97M-V/def2-TZVPD.

The HOMO energy is -5.10 eV. The total charge is -1. For the gap between HOMO and LUMO, the calculation gives 7.69 eV.

Element x y z (Å)
C (-0.1970, -0.0568, 2.6216)
C (-0.6465, 0.7054, 1.3854)
I (-2.3813, 1.8787, 1.9179)
C (-0.7111, -0.2267, 0.1629)
I (-2.6063, -0.5073, -0.7803)
Ga (0.7945, 0.3642, -1.0978)
C (0.8926, -0.6974, -2.8780)
F (1.1032, 0.1149, -3.9699)
F (-0.2035, -1.4473, -3.2182)
F (1.9386, -1.5957, -2.9201)
H (-0.1335, 0.5779, 3.5027)
H (-0.8832, -0.8783, 2.8342)
H (0.7896, -0.4847, 2.4259)
H (0.0536, 1.5128, 1.1850)
H (-0.5179, -1.2330, 0.5317)
H (0.5648, 1.9064, -1.4122)
H (2.1433, 0.0668, -0.2910)


5.
A cluster of 2 separate species, C4H7F6N3 in total. Source: the OMol25 dataset; level of theory: ωB97M-V/def2-TZVPD.

The calculation puts the relative energy (zero: lowest compared OMol25 entry of this formula, charge and spin) at 26.3 kJ/mol. The HOMO energy (spin up / spin down) is -9.25 / -9.25 eV. For the gap between HOMO and LUMO (spin up / spin down), the calculation gives 9.21 / 9.21 eV.

Element x y z (Å)
C (-0.7231, 1.9964, -1.3104)
C (-2.3899, 1.6944, 0.3761)
C (2.9369, -1.2211, 0.6314)
C (-1.3008, -0.9627, 0.5155)
N (2.4150, -2.0238, -0.2953)
N (-1.4613, 1.1428, -0.3792)
N (-1.0102, -0.0694, -0.4504)
F (2.0703, -0.1786, 1.0096)
F (3.2502, -1.8251, 1.7517)
F (4.0283, -0.4380, 0.1791)
F (-2.7147, -1.2161, 0.5298)
F (-1.0560, -0.6577, 1.8160)
F (-0.7566, -2.1575, 0.3268)
H (-1.5050, 2.7614, -1.5503)
H (0.1747, 2.4351, -0.6950)
H (-0.3807, 1.4533, -2.2585)
H (-3.1389, 1.2206, 0.8807)
H (-2.7878, 2.7044, 0.0365)
H (2.5325, -3.0186, -0.0603)
H (1.8170, -1.6397, -1.0536)


6.
The molecule C4H7FIP. Source: the OMol25 dataset; level of theory: ωB97M-V/def2-TZVPD.

The calculation puts the relative energy (zero: lowest compared OMol25 entry of this formula, charge and spin) at 0.0 kJ/mol. The HOMO energy is -9.13 eV. For the gap between HOMO and LUMO, the calculation gives 8.58 eV.

Element x y z (Å)
C (-0.9939, 0.1348, -0.2734)
C (0.1276, 0.0701, 0.3969)
C (-1.4205, -0.4546, -1.5802)
C (0.3997, 0.6763, 1.6811)
F (2.1318, -1.4269, 1.2412)
P (1.3591, -1.1716, -0.1324)
I (3.0167, 0.5883, -1.2471)
H (-1.7037, 0.9516, -0.1062)
H (-1.1319, 0.2328, -2.2651)
H (-2.4207, -0.7639, -1.6718)
H (-0.8487, -1.3484, -1.9134)
H (0.4490, -0.2023, 2.2968)
H (1.3283, 1.2348, 1.6553)
H (-0.2929, 1.4790, 1.9185)


7.
The molecule C4H7FN2. Source: the OMol25 dataset; level of theory: ωB97M-V/def2-TZVPD.

The calculation puts the relative energy (zero: lowest compared OMol25 entry of this formula, charge and spin) at 198.8 kJ/mol. The HOMO energy is -8.73 eV. For the gap between HOMO and LUMO, the calculation gives 9.84 eV.

Element x y z (Å)
C (0.6955, -1.0782, 0.0557)
C (-0.4392, -0.1985, -0.3823)
C (-1.0499, 0.8923, 0.5622)
C (-1.7599, -0.3551, 0.2926)
H (3.1657, 0.8078, -0.2253)
H (1.8025, 0.7453, -1.2311)
H (0.4937, -2.0933, 0.3863)
H (-0.5187, 0.0268, -1.4155)
H (-0.4939, 0.9480, 1.4999)
H (-1.2963, 1.8759, 0.1013)
H (-1.8765, -1.1434, 1.0748)
N (2.2163, 0.5260, -0.3114)
N (1.9385, -0.7030, 0.1298)
F (-2.8779, -0.2505, -0.5370)


8.
The molecule C4H7FN2O3. Source: the OMol25 dataset; level of theory: ωB97M-V/def2-TZVPD.

The calculation puts the relative energy (zero: lowest compared OMol25 entry of this formula, charge and spin) at 1.5 kJ/mol. The HOMO energy is -9.93 eV. For the gap between HOMO and LUMO, the calculation gives 10.25 eV.

Element x y z (Å)
C (0.0332, 1.2034, -1.8373)
C (1.0294, 0.1730, 0.2188)
C (-0.0057, 0.1532, 1.3645)
C (-0.3842, -1.2578, 1.7530)
H (-1.3665, 0.1150, -2.7147)
H (-0.9712, -0.5468, -1.1905)
H (1.3908, 2.1104, -0.6197)
H (1.9991, 0.2973, 0.6885)
H (1.0420, -0.7761, -0.3310)
H (-0.8946, 0.6729, 1.0237)
H (-1.2916, -2.7327, 0.9962)
N (-0.7080, 0.0561, -1.9919)
N (0.8447, 1.2454, -0.7194)
O (-0.0014, 2.1254, -2.6321)
O (-1.0472, -1.8289, 0.7245)
O (-0.1714, -1.8127, 2.8025)
F (0.5028, 0.8028, 2.4649)


9.
The molecule C4H7FN4. Source: the OMol25 dataset; level of theory: ωB97M-V/def2-TZVPD.

The calculation puts the relative energy (zero: lowest compared OMol25 entry of this formula, charge and spin) at 47.6 kJ/mol. The HOMO energy is -10.56 eV. For the gap between HOMO and LUMO, the calculation gives 11.25 eV.

Element x y z (Å)
C (2.0150, 0.6573, -0.1334)
C (-1.3959, 0.7032, 1.0430)
C (-1.0104, -0.3286, -1.1942)
C (-0.5959, -0.4240, 0.2698)
N (3.0747, -0.0940, -0.3126)
N (0.9193, -0.2024, 0.2739)
N (2.7159, -1.3282, 0.0503)
N (1.4875, -1.3641, 0.3532)
F (1.7405, 1.9566, -0.3299)
H (-2.4899, 0.4209, 0.7454)
H (-1.0383, 1.7185, 0.9797)
H (-1.2451, 0.5151, 2.1865)
H (-0.5263, -1.0169, -1.8762)
H (-0.9684, 0.7543, -1.4453)
H (-2.1008, -0.4995, -1.2975)
H (-0.5818, -1.4683, 0.6871)


10.
The molecule C4H7FS. Source: the OMol25 dataset; level of theory: ωB97M-V/def2-TZVPD.

The calculation puts the relative energy (zero: lowest compared OMol25 entry of this formula, charge and spin) at 199.3 kJ/mol. The HOMO energy is -9.03 eV. For the gap between HOMO and LUMO, the calculation gives 9.98 eV.

Element x y z (Å)
C (-0.6073, 0.1626, 1.3269)
C (-0.3460, 1.0625, 0.2262)
C (0.3473, 0.3328, -0.9700)
C (0.5300, -1.1323, -0.9187)
H (-1.2949, 0.7119, 1.9894)
H (0.3508, 0.1732, 2.0297)
H (-0.8358, -0.8679, 1.2616)
H (0.0481, 2.1045, 0.3070)
H (1.1264, 1.0746, -1.3509)
H (0.2182, -1.6922, -1.9382)
H (-0.1458, -1.6104, -0.1266)
F (1.9120, -1.2214, -0.6112)
S (-1.3031, 0.9021, -1.2252)